A cluster of 2 separate species, C6H16 in total. Source: the Open Molecules 2025 dataset; level of theory: the ωB97M-V functional and the def2-TZVPD basis.

Element x y z (Å)
C (-0.49, -0.79, -1.34)
C (-1.36, -1.70, -2.23)
C (0.96, -1.15, -1.46)
H (-0.80, -0.88, -0.31)
H (-0.78, 0.27, -1.53)
H (-0.79, -2.56, -2.52)
H (-2.37, -1.79, -1.86)
H (1.14, -2.11, -0.95)
H (-1.58, -1.15, -3.17)
H (1.61, -0.47, -0.90)
H (1.42, -0.97, -2.44)
C (0.87, 1.40, 1.36)
C (0.47, -0.06, 1.84)
C (-0.34, 2.23, 1.81)
H (1.03, 1.38, 0.28)
H (1.85, 1.72, 1.73)
H (1.22, -0.82, 1.67)
H (0.33, 0.02, 2.93)
H (-0.32, 2.53, 2.85)
H (-0.52, -0.22, 1.42)
H (-1.28, 1.87, 1.41)
H (-0.27, 3.26, 1.42)

Results
Relative energy (zero: lowest compared OMol25 entry of this formula, charge and spin), eV: 1.080
Highest occupied orbital energy, eV: -10.919
DFT total energy, a.u.: -238.15684
Kohn-Sham gap, eV: 12.067
Spin multiplicity: 1


A cluster of 10 separate species, C5H29NO10S in total. Source: the Open Molecules 2025 dataset; level of theory: the ωB97M-V functional and the def2-TZVPD basis.

Element x y z (Å)
O (2.03, 0.90, 3.88)
C (2.36, 0.41, 2.81)
C (1.15, 0.14, 1.83)
C (1.36, -0.13, 0.39)
C (0.09, -0.51, -0.43)
S (0.39, -2.09, -1.34)
C (-0.61, -2.22, -2.70)
N (0.05, 1.07, 2.16)
H (3.41, 0.21, 2.66)
H (0.69, -0.87, 2.05)
H (2.15, -0.96, 0.36)
H (1.80, 0.77, -0.05)
H (-0.21, 0.41, -1.14)
H (-0.79, -0.66, 0.19)
H (-0.69, -1.25, -3.30)
H (-1.68, -2.53, -2.51)
H (-0.19, -2.89, -3.43)
H (-0.16, 1.19, 3.25)
H (0.24, 1.95, 1.82)
H (0.86, -3.02, 3.27)
H (1.46, -2.19, 4.70)
O (0.75, -2.43, 4.04)
H (-2.67, 1.19, -2.03)
H (-3.19, -0.22, -2.12)
O (-2.86, 0.49, -2.63)
H (-0.78, 2.85, -0.99)
H (-1.02, 2.03, 0.19)
O (-1.27, 2.09, -0.77)
H (1.33, 1.15, -4.80)
H (1.19, 0.34, -3.67)
O (1.79, 0.88, -3.99)
H (0.56, -3.25, 0.91)
H (0.17, -4.56, 1.65)
O (0.81, -3.90, 1.50)
H (-1.94, -0.02, 1.90)
H (-1.98, -1.59, 2.23)
O (-2.45, -0.80, 1.90)
H (0.80, 4.92, 0.03)
H (1.24, 3.76, -0.77)
O (0.40, 4.32, -0.52)
H (-3.61, -0.17, -0.23)
H (-4.13, -1.19, 0.75)
O (-3.95, -1.02, -0.15)
H (2.27, 3.19, -2.52)
H (2.25, 1.72, -2.42)
O (2.57, 2.49, -1.98)

Results
Relative energy (zero: lowest compared OMol25 entry of this formula, charge and spin), eV: 3.517
Highest occupied orbital energy, eV: -8.702
DFT total energy, a.u.: -1413.13307
Kohn-Sham gap, eV: 8.818
Spin multiplicity: 1


An isolated molecule of C2H2Br2OS. Source: the Open Molecules 2025 dataset; level of theory: the ωB97M-V functional and the def2-TZVPD basis.

Element x y z (Å)
C (0.91, -0.40, -0.25)
C (-0.31, 0.03, 0.43)
O (1.15, -0.34, -1.39)
S (-1.95, -0.34, -0.51)
Br (2.28, -1.04, 1.06)
Br (-0.04, 2.03, 0.67)
H (-0.37, -0.61, 1.35)
H (-1.66, 0.68, -1.35)

Results
Relative energy (zero: lowest compared OMol25 entry of this formula, charge and spin), eV: 0.216
Highest occupied orbital energy, eV: -10.151
DFT total energy, a.u.: -5698.84215
Kohn-Sham gap, eV: 9.413
Spin multiplicity: 1


An isolated molecule of C6H13NO2. Source: the Open Molecules 2025 dataset; level of theory: the ωB97M-V functional and the def2-TZVPD basis.

Element x y z (Å)
C (1.32, -1.01, 0.06)
C (2.26, 0.19, -0.36)
C (-0.16, -0.96, -0.46)
C (-0.91, 0.49, -0.35)
C (-1.02, 0.82, 1.17)
C (-2.30, 0.37, -0.96)
H (1.26, -0.18, 1.99)
H (2.39, -1.35, 1.70)
H (1.82, -1.88, -0.40)
H (-0.33, -1.25, -1.51)
H (-0.65, -1.74, 0.17)
H (-0.38, 1.18, -0.94)
H (-1.26, -0.12, 1.92)
H (-1.80, 1.54, 1.39)
H (-0.08, 1.38, 1.35)
H (-2.94, -0.25, -0.45)
H (-2.50, 1.47, -0.98)
H (-2.19, 0.09, -1.96)
H (1.04, 0.84, -1.80)
N (1.45, -1.18, 1.59)
O (3.10, 0.75, 0.29)
O (1.88, 0.81, -1.44)

Results
Relative energy (zero: lowest compared OMol25 entry of this formula, charge and spin), eV: 2.426
Highest occupied orbital energy, eV: -9.848
DFT total energy, a.u.: -441.59087
Kohn-Sham gap, eV: 10.511
Spin multiplicity: 1


A cluster of 7 separate species, C48H50FNO14S in total. Source: the Open Molecules 2025 dataset; level of theory: the ωB97M-V functional and the def2-TZVPD basis.

Element x y z (Å)
C (-1.88, 6.34, 2.78)
C (-2.25, 4.99, 3.44)
C (-1.64, 4.79, 4.85)
C (-0.77, 3.52, 4.93)
C (0.68, 3.84, 4.59)
C (1.56, 2.59, 4.47)
C (1.36, 1.85, 3.14)
C (2.08, 2.59, 2.02)
N (1.85, 2.01, 0.66)
C (0.41, 1.86, 0.27)
C (0.01, 0.41, -0.03)
C (-1.44, 0.41, -0.49)
C (0.19, -0.53, 1.16)
S (2.72, 2.79, -0.46)
O (3.84, 3.40, 0.15)
O (2.89, 1.96, -1.60)
F (1.79, 3.98, -0.93)
H (-1.76, 7.10, 3.55)
H (-0.94, 6.24, 2.24)
H (-2.65, 6.64, 2.07)
H (-3.34, 4.93, 3.49)
H (-1.94, 4.18, 2.77)
H (-1.05, 5.67, 5.10)
H (-2.47, 4.71, 5.56)
H (-1.19, 2.79, 4.24)
H (-0.83, 3.10, 5.94)
H (1.07, 4.47, 5.39)
H (0.71, 4.44, 3.68)
H (1.27, 1.90, 5.27)
H (2.62, 2.85, 4.59)
H (0.28, 1.80, 2.97)
H (1.74, 0.84, 3.19)
H (1.83, 3.66, 2.02)
H (3.15, 2.52, 2.22)
H (0.22, 2.42, -0.64)
H (-0.23, 2.30, 1.04)
H (0.69, 0.06, -0.82)
H (-1.58, 0.92, -1.45)
H (-1.83, -0.60, -0.54)
H (-2.05, 0.94, 0.25)
H (-0.18, -1.52, 0.89)
H (-0.36, -0.16, 2.04)
H (1.24, -0.61, 1.44)
C (5.16, -0.80, 5.51)
C (4.13, -0.60, 4.69)
C (3.77, -1.59, 3.65)
O (2.83, -1.41, 2.90)
C (4.60, -2.82, 3.55)
C (5.63, -3.02, 4.37)
C (5.99, -2.03, 5.41)
O (6.93, -2.21, 6.16)
H (5.45, -0.09, 6.27)
H (3.51, 0.29, 4.75)
H (4.31, -3.52, 2.78)
H (6.25, -3.91, 4.32)
C (4.35, -0.35, -3.10)
C (4.29, 0.23, -4.29)
C (4.78, -0.46, -5.51)
O (4.73, 0.07, -6.61)
C (5.34, -1.82, -5.35)
C (5.40, -2.41, -4.16)
C (4.91, -1.72, -2.94)
O (4.97, -2.26, -1.86)
H (4.02, 0.15, -2.20)
H (3.89, 1.23, -4.43)
H (5.70, -2.30, -6.26)
H (5.80, -3.41, -4.02)
C (-1.25, -3.11, -3.71)
C (-2.01, -3.24, -4.78)
C (-3.49, -3.26, -4.67)
O (-4.20, -3.39, -5.65)
C (-4.09, -3.13, -3.32)
C (-3.32, -3.00, -2.24)
C (-1.84, -2.98, -2.35)
O (-1.13, -2.85, -1.37)
H (-0.16, -3.08, -3.76)
H (-1.61, -3.34, -5.78)
H (-5.17, -3.16, -3.27)
H (-3.72, -2.90, -1.24)
C (-7.09, -7.55, -5.12)
C (-7.04, -8.48, -6.08)
C (-6.42, -8.19, -7.39)
O (-6.38, -9.03, -8.26)
C (-5.86, -6.83, -7.60)
C (-5.90, -5.90, -6.65)
C (-6.53, -6.19, -5.33)
O (-6.57, -5.36, -4.45)
H (-7.54, -7.73, -4.15)
H (-7.45, -9.47, -5.95)
H (-5.41, -6.65, -8.57)
H (-5.49, -4.91, -6.78)
C (1.53, -5.31, -5.63)
C (1.53, -6.08, -6.71)
C (1.99, -5.56, -8.03)
O (1.99, -6.27, -9.01)
C (2.46, -4.16, -8.09)
C (2.46, -3.39, -7.00)
C (2.00, -3.90, -5.69)
O (2.00, -3.20, -4.70)
H (1.20, -5.66, -4.66)
H (1.19, -7.11, -6.70)
H (2.80, -3.80, -9.05)
H (2.80, -2.36, -7.02)
C (-3.93, 7.18, 8.94)
C (-3.54, 7.07, 7.67)
C (-2.49, 7.96, 7.11)
O (-2.14, 7.86, 5.95)
C (-1.89, 8.97, 8.01)
C (-2.27, 9.08, 9.28)
C (-3.32, 8.19, 9.85)
O (-3.68, 8.29, 11.00)
H (-4.69, 6.55, 9.37)
H (-3.97, 6.35, 6.99)
H (-1.12, 9.60, 7.58)
H (-1.85, 9.81, 9.96)

Results
Highest occupied orbital energy, eV: -9.991
DFT total energy, a.u.: -3465.02006
Kohn-Sham gap, eV: 8.213
Spin multiplicity: 1


A cluster of 2 separate species, C31H33N4O2 in total. Source: the Open Molecules 2025 dataset; level of theory: the ωB97M-V functional and the def2-TZVPD basis.

Element x y z (Å)
C (-2.80, 4.88, 0.45)
N (-2.48, 3.47, 0.57)
C (-3.44, 2.55, 0.86)
O (-4.63, 2.80, 1.05)
C (-2.77, 1.18, 0.89)
C (-3.31, 0.20, -0.15)
C (-4.80, -0.06, -0.01)
C (-5.67, 0.30, -1.04)
C (-7.05, 0.18, -0.85)
C (-7.55, -0.36, 0.34)
C (-6.67, -0.80, 1.33)
C (-5.29, -0.66, 1.16)
N (-1.36, 1.52, 0.67)
C (-0.41, 0.55, 0.63)
C (0.94, 0.78, 0.42)
C (1.92, -0.21, 0.36)
C (3.32, 0.08, 0.39)
C (4.28, -0.96, 0.61)
C (5.64, -0.72, 0.52)
C (6.12, 0.58, 0.31)
C (7.53, 0.82, 0.22)
N (8.68, 1.01, 0.14)
C (5.21, 1.63, 0.19)
C (3.84, 1.39, 0.22)
C (-1.12, 2.96, 0.48)
C (-0.54, 3.29, -0.91)
C (-0.26, 3.58, 1.59)
H (-3.88, 5.01, 0.50)
H (-2.33, 5.46, 1.25)
H (-2.44, 5.27, -0.51)
H (-2.91, 0.75, 1.90)
H (-3.10, 0.62, -1.15)
H (-2.74, -0.74, -0.06)
H (-5.26, 0.72, -1.96)
H (-7.73, 0.52, -1.64)
H (-8.63, -0.45, 0.49)
H (-7.04, -1.24, 2.26)
H (-4.58, -0.98, 1.92)
H (-0.77, -0.47, 0.82)
H (1.26, 1.82, 0.31)
H (1.61, -1.25, 0.44)
H (3.91, -1.95, 0.87)
H (6.35, -1.54, 0.62)
H (5.58, 2.65, 0.06)
H (3.16, 2.24, 0.12)
H (-1.22, 2.92, -1.68)
H (-0.44, 4.38, -1.00)
H (0.43, 2.83, -1.05)
H (-0.78, 3.46, 2.56)
H (0.72, 3.11, 1.66)
H (-0.13, 4.65, 1.39)
C (-0.48, -2.17, -2.37)
C (0.41, -2.64, -1.25)
C (1.81, -2.63, -1.52)
N (2.67, -3.59, -0.98)
C (2.44, -4.18, 0.25)
C (3.43, -4.89, 0.89)
C (4.69, -5.04, 0.32)
C (4.89, -4.52, -0.97)
C (3.88, -3.84, -1.62)
O (-0.07, -2.96, -0.13)
H (0.00, -1.37, -2.95)
H (-0.68, -3.00, -3.06)
H (-1.44, -1.82, -1.97)
H (2.16, -2.22, -2.46)
H (1.45, -4.03, 0.67)
H (3.19, -5.31, 1.87)
H (5.50, -5.53, 0.85)
H (5.84, -4.62, -1.48)
H (3.96, -3.42, -2.62)

Results
Relative energy (zero: lowest compared OMol25 entry of this formula, charge and spin), eV: 2.084
Highest occupied orbital energy, eV: -10.257
DFT total energy, a.u.: -1570.31196
Kohn-Sham gap, eV: 5.364
Total charge: +1
Spin multiplicity: 1